{
  "formula": "C4H17N2O2",
  "method": "ωB97M-V/def2-TZVPD",
  "elements": ["C", "N", "C", "N", "C", "C", "H", "H", "H", "H", "H", "H", "H", "H", "H", "H", "H", "H", "H", "H", "H", "O", "H", "H", "O"],
  "coordinates": [[0.56934, -2.08915, 0.49640], [0.63508, -2.09468, 1.92237], [0.27780, -0.68174, -0.05436], [-0.45739, 0.05106, 0.98630], [0.32737, 0.50101, -2.21080], [-0.53662, -0.46747, -1.36365], [-0.35756, -2.66452, 0.15415], [1.65368, -2.39946, -0.04475], [0.06178, -2.65630, 2.48941], [1.64638, -2.30343, 2.22390], [1.29368, -0.10260, -0.07163], [-1.40275, -0.29138, 1.05091], [-0.04535, -0.10880, 1.94539], [-0.52568, 1.06422, 0.75248], [-0.01957, 0.53310, -3.17177], [1.31035, 0.21887, -2.35198], [0.25902, 1.41984, -1.82024], [-1.45488, 0.17139, -1.27586], [-0.73797, -1.35489, -2.02547], [-3.09507, 2.18716, -0.05832], [-2.82430, 1.91113, 1.22715], [-2.33028, 1.85288, 0.45850], [2.42952, 1.96782, -0.10824], [1.67154, 3.14534, 0.35480], [1.65186, 2.19058, 0.49531]],
  "atomic_forces_ev_per_a": [[0.11, -1.29, -2.63], [4.40, 0.69, 0.92], [1.54, 1.39, 0.26], [0.13, 1.14, 1.54], [-1.15, -2.91, 0.28], [1.18, 0.59, -1.55], [1.65, -0.06, 0.21], [-3.31, 0.23, 1.41], [-1.04, -1.07, 0.04], [-2.27, 0.59, -0.37], [-1.91, -1.05, -0.34], [-0.59, -0.07, -0.11], [0.02, 0.04, -1.14], [0.18, -0.75, 0.26], [-1.34, 0.27, -2.57], [2.27, -0.79, 0.27], [0.06, 3.55, 1.49], [0.41, -1.31, 0.65], [0.11, 0.47, 1.29], [1.07, -0.14, -0.94], [-0.81, -0.09, 3.59], [-0.62, 0.54, -2.64], [-1.42, -0.05, 1.23], [-0.44, 0.21, 0.40], [1.78, -0.10, -1.58]],
  "nbo_charge": [-0.2353, -0.8948, -0.0575, -0.6989, -0.5838, -0.4515, 0.2061, 0.2265, 0.3969, 0.3973, 0.2176, 0.4188, 0.4623, 0.4792, 0.2195, 0.2019, 0.2002, 0.2345, 0.2427, 0.4958, 0.4738, -0.9583, 0.4822, 0.4874, -0.9626],
  "homo_energy_ev": -13.52,
  "gap_ev": 10.8,
  "molar_mass_g_mol": 125.2,
  "spin_multiplicity": 1,
  "e_above_lowest_kcal_mol": 54.1,
  "fmax_ha_per_bohr": 0.08836,
  "charge": 1
}

***

{
  "formula": "C4H17N2O2",
  "method": "ωB97M-V/def2-TZVPD",
  "elements": ["C", "C", "C", "C", "N", "N", "H", "H", "H", "H", "H", "H", "H", "H", "H", "H", "H", "H", "H", "H", "H", "O", "H", "H", "O"],
  "coordinates": [[-2.50254, 0.17260, -0.89034], [-1.52016, -0.61134, 0.06197], [-0.27684, -1.17700, -0.73175], [0.95513, -1.18301, 0.15201], [1.63656, 0.17502, 0.21257], [-0.96679, 0.35833, 1.01334], [-2.95094, -0.57836, -1.53068], [-3.36674, 0.64954, -0.39330], [-1.98081, 0.80539, -1.62559], [-2.18998, -1.37636, 0.49333], [-0.59582, -2.17532, -1.06659], [-0.09206, -0.52238, -1.64189], [1.69530, -1.86464, -0.32184], [0.74376, -1.61309, 1.12598], [2.46748, 0.16302, 0.80924], [1.68535, 0.48922, -0.74713], [1.10145, 0.80908, 0.81455], [-1.43609, 1.28954, 0.89864], [-1.24390, 0.23713, 1.97991], [3.19375, 0.39493, 4.75319], [2.07139, 1.29455, 4.40794], [2.70158, 0.70072, 3.98115], [0.18863, 1.47765, -4.20660], [-1.27578, 1.12225, -4.51658], [-0.54103, 0.91460, -3.92383]],
  "atomic_forces_ev_per_a": [[0.39, -1.19, -0.47], [-0.71, 1.67, -1.42], [-1.64, 1.00, -0.11], [0.81, -1.55, -1.04], [-0.62, -0.91, 1.79], [-1.04, 2.23, 1.23], [-0.27, -0.28, -0.24], [0.77, 0.02, 0.05], [-0.07, 0.27, 0.69], [0.96, 0.03, 0.31], [0.81, 0.19, -0.07], [-0.30, -0.81, 0.83], [-0.22, 0.55, 0.36], [0.15, 0.58, 0.30], [0.86, -0.43, -1.06], [0.71, 0.59, -0.01], [-1.32, 0.02, -0.72], [0.62, -1.03, -0.52], [0.13, -0.92, 0.20], [0.24, -0.22, -0.26], [-0.08, 0.08, -0.28], [-0.22, 0.14, 0.37], [-0.17, -0.03, -0.13], [0.21, -0.03, 0.08], [0.00, 0.05, 0.11]],
  "nbo_charge": [-0.6403, -0.0546, -0.4459, -0.2265, -0.6926, -0.9151, 0.2235, 0.2279, 0.2264, 0.2121, 0.2540, 0.2265, 0.2288, 0.2408, 0.4518, 0.4423, 0.4702, 0.3820, 0.3838, 0.4831, 0.4733, -0.9555, 0.4765, 0.4862, -0.9586],
  "homo_energy_ev": -13.58,
  "gap_ev": 10.7,
  "molar_mass_g_mol": 125.2,
  "spin_multiplicity": 1,
  "e_above_lowest_kcal_mol": 33.3,
  "fmax_ha_per_bohr": 0.05357,
  "charge": 1
}

***

{
  "formula": "C4H17N2O5",
  "method": "ωB97M-V/def2-TZVPD",
  "elements": ["C", "O", "C", "C", "C", "N", "O", "N", "H", "H", "H", "H", "H", "H", "H", "H", "H", "H", "H", "H", "H", "O", "H", "H", "O", "H", "H", "O"],
  "coordinates": [[2.42771, -0.10398, 0.58782], [2.89236, -1.09530, -0.26468], [0.87967, 0.07735, 0.37054], [0.20257, 0.68701, 1.56607], [-1.12114, 1.35606, 1.21743], [-1.55026, 2.37615, 1.98576], [-1.82724, 0.98173, 0.27361], [0.34591, -1.29560, 0.02799], [2.70150, -0.47551, 1.61523], [2.96312, 0.84098, 0.41547], [2.80710, -0.87027, -1.23060], [0.74790, 0.69520, -0.53231], [0.03716, -0.05447, 2.37502], [0.87194, 1.45357, 2.01964], [-2.37420, 2.87321, 1.76288], [-1.00667, 2.69015, 2.75540], [-0.70700, -1.29179, -0.00411], [0.73270, -2.00941, 0.73652], [0.66311, -1.59137, -0.87583], [-1.90069, 0.32998, -2.87188], [-1.52532, 0.44908, -1.36135], [-1.28176, 0.04316, -2.20680], [-2.69461, -0.84671, 0.56074], [-2.93610, -2.30741, 0.12728], [-2.31003, -1.71148, 0.58788], [1.39295, -0.60974, -3.87060], [0.30669, -0.17886, -2.82204], [1.26262, -0.41174, -2.94509]],
  "atomic_forces_ev_per_a": [[-0.20, 0.03, 0.39], [0.32, -0.63, -1.63], [1.40, -0.24, -0.46], [-0.14, 0.65, 0.90], [-1.08, 0.49, 0.09], [1.36, -1.06, -0.09], [0.53, -0.15, 0.09], [-0.10, -0.29, 1.93], [-0.60, 0.49, -0.76], [-0.38, 0.00, 0.20], [0.07, 0.10, 1.22], [-0.09, -0.29, 0.32], [-0.03, 0.26, -0.43], [-0.29, -0.49, -0.38], [-0.86, 0.28, -0.32], [0.29, 0.28, 0.48], [0.37, -0.46, 0.46], [-1.01, 1.23, -1.33], [0.54, -0.08, -0.84], [-0.40, 0.19, -0.24], [-0.22, 0.28, 0.11], [0.38, -0.44, 0.04], [-0.53, 0.99, -0.06], [0.49, 0.45, 0.41], [-0.10, -1.48, -0.39], [0.05, -0.07, -0.29], [0.66, -0.13, -0.22], [-0.43, 0.08, 0.80]],
  "nbo_charge": [-0.0698, -0.7329, -0.0791, -0.5366, 0.7080, -0.7620, -0.7168, -0.7151, 0.1947, 0.2006, 0.5066, 0.2438, 0.2620, 0.2563, 0.4233, 0.4051, 0.4814, 0.4427, 0.4587, 0.4984, 0.5105, -0.9980, 0.5019, 0.5031, -0.9621, 0.4903, 0.5046, -1.0196],
  "homo_energy_ev": -14.26,
  "gap_ev": 11.7,
  "molar_mass_g_mol": 173.2,
  "spin_multiplicity": 1,
  "e_above_lowest_kcal_mol": 0.0,
  "fmax_ha_per_bohr": 0.04033,
  "charge": 1
}

***

{
  "formula": "C4H17N4",
  "method": "ωB97M-V/def2-TZVPD",
  "elements": ["N", "C", "C", "N", "H", "H", "H", "H", "H", "H", "H", "H", "H", "C", "N", "C", "N", "H", "H", "H", "H", "H", "H", "H", "H"],
  "coordinates": [[0.19687, -1.30643, 0.65186], [1.47503, -0.83899, 1.22513], [1.34810, 0.47264, 1.98221], [2.65264, 0.75789, 2.56966], [0.32940, -2.21440, 0.21046], [-0.48695, -1.47995, 1.37928], [-0.27406, -0.29712, -0.32906], [1.82653, -1.54302, 1.98699], [2.26013, -0.81476, 0.47145], [0.95154, 1.25390, 1.30835], [0.63139, 0.39069, 2.79825], [3.30163, 1.05442, 1.83668], [2.57797, 1.57332, 3.17938], [-1.86993, 1.19716, -0.59935], [-0.65336, 0.49766, -1.08973], [-0.79809, -0.15520, -2.45825], [-1.85525, -1.09329, -2.53477], [-1.59119, 1.90062, 0.17933], [-2.35151, 1.70532, -1.42999], [-2.50670, 0.43260, -0.16422], [0.16533, 1.09710, -1.04699], [0.15518, -0.65465, -2.61661], [-0.92792, 0.64729, -3.17350], [-1.76749, -1.86417, -1.88446], [-2.78929, -0.71862, -2.45209]],
  "atomic_forces_ev_per_a": [[0.17, -0.19, -0.34], [0.08, -0.70, 1.35], [0.12, 0.23, -0.45], [-0.02, 0.83, -0.32], [0.09, 0.09, -0.01], [0.00, 0.14, 0.23], [-0.89, 0.13, -0.38], [0.05, -0.13, -0.23], [-0.18, 0.21, -0.27], [0.13, 0.10, 0.07], [-0.12, -0.22, 0.01], [-0.11, -0.24, 0.24], [0.05, -0.35, 0.00], [0.51, -0.47, 0.03], [0.59, -0.35, 0.61], [0.04, 0.01, 0.57], [-0.08, -0.13, 0.33], [-0.02, 0.08, -0.04], [-0.13, 0.07, 0.08], [-0.31, 0.16, -0.08], [-0.09, 0.54, -0.57], [0.04, 0.01, -0.22], [-0.04, 0.05, -0.22], [0.10, -0.07, -0.19], [0.02, 0.18, -0.20]],
  "nbo_charge": [-0.8207, -0.2401, -0.2233, -0.8117, 0.3965, 0.3937, 0.4410, 0.2178, 0.2033, 0.1389, 0.2015, 0.3571, 0.3737, -0.4278, -0.5908, -0.0474, -0.8085, 0.2334, 0.2246, 0.2179, 0.4064, 0.2053, 0.2109, 0.3687, 0.3796],
  "homo_energy_ev": -13.00,
  "gap_ev": 10.2,
  "molar_mass_g_mol": 121.2,
  "spin_multiplicity": 1,
  "e_above_lowest_kcal_mol": 5.5,
  "fmax_ha_per_bohr": 0.02948,
  "charge": 1
}

***

{
  "formula": "C4H18B2KO2",
  "method": "ωB97M-V/def2-TZVPD",
  "elements": ["K", "B", "H", "H", "H", "H", "B", "H", "H", "H", "H", "C", "O", "C", "C", "O", "C", "H", "H", "H", "H", "H", "H", "H", "H", "H", "H"],
  "coordinates": [[13.32769, -33.62563, -19.51430], [14.86324, -32.26824, -17.45966], [15.09269, -31.36391, -16.91763], [15.75830, -32.83829, -17.65497], [14.23192, -32.78704, -16.75501], [14.34374, -31.98302, -18.36133], [15.74026, -34.31169, -21.00295], [16.51346, -34.16965, -21.74202], [15.52431, -33.33834, -20.59042], [14.81169, -34.73135, -21.35776], [16.09632, -34.91201, -20.18009], [12.70579, -36.13269, -17.38866], [11.81373, -35.33903, -18.15685], [10.38036, -35.62902, -18.01177], [9.68631, -34.45148, -18.70194], [10.29617, -34.02368, -19.85981], [9.52925, -33.25173, -20.76676], [12.54059, -35.78959, -16.36734], [13.73159, -35.92601, -17.69384], [12.56309, -37.21255, -17.42901], [10.00427, -35.76194, -16.99738], [10.18171, -36.56942, -18.52585], [9.64636, -33.67688, -17.93611], [8.67605, -34.75774, -18.97340], [8.62869, -33.74605, -21.13109], [10.13005, -33.17210, -21.67273], [9.14390, -32.30626, -20.38504]],
  "atomic_forces_ev_per_a": [[0.29, -0.21, -0.20], [0.20, 0.11, 0.08], [1.17, 3.74, 2.01], [3.35, -2.21, -0.92], [-2.96, -2.55, 2.61], [-1.93, 1.32, -3.39], [0.15, 0.09, -0.08], [2.84, 0.23, -3.13], [-0.82, 3.96, 1.55], [-3.83, -1.89, -1.91], [1.45, -2.53, 3.28], [-0.35, 0.54, 0.80], [-1.48, -0.69, 0.05], [1.86, 0.19, -1.68], [-0.99, -0.44, 1.09], [0.95, 0.30, -1.03], [-0.24, -0.61, -0.31], [0.52, -0.32, 0.36], [-0.12, 0.22, -0.03], [-0.40, -0.11, -0.36], [0.36, 0.39, 0.32], [0.02, -0.15, -0.21], [-0.15, 0.53, -0.12], [-0.44, -0.09, 0.39], [-0.25, -0.68, 0.31], [0.19, 0.55, 0.28], [0.61, 0.31, 0.23]],
  "nbo_charge": [0.9452, -0.8318, -0.0157, -0.0056, -0.0442, -0.0835, -0.8315, -0.0216, -0.0358, -0.0746, -0.0203, -0.2517, -0.5662, -0.0687, -0.0677, -0.5362, -0.2495, 0.1748, 0.2208, 0.1603, 0.1769, 0.1656, 0.1673, 0.1589, 0.1587, 0.2038, 0.1723],
  "homo_energy_ev": -4.91,
  "gap_ev": 7.1,
  "molar_mass_g_mol": 158.9,
  "spin_multiplicity": 1,
  "e_above_lowest_kcal_mol": 69.1,
  "fmax_ha_per_bohr": 0.09146,
  "charge": -1
}